(1)
Density functional theory data (ωB97M-V/def2-TZVPD) for a 5-piece molecular cluster, C2H11O6 overall.

Output
Total charge   -1
HOMO   -5.192 eV
LUMO level   3.7 eV

The geometry in XYZ format:
```
19
Properties=species:S:1:pos:R:3:forces:R:3:mulliken_charge:R:1
O 2.308 1.578 0.228 0.3660 2.4501 -0.8538 -0.639
O -1.832 -1.928 -0.394 -0.8010 0.0860 1.4590 -0.721
O -2.651 1.200 0.103 -3.1746 1.7180 -3.3879 -0.619
O 1.890 -1.107 0.150 -0.8076 0.2908 -0.0496 -0.793
O -0.109 2.193 1.173 0.7686 0.9831 0.0260 -0.644
O -0.173 -0.419 0.543 -0.3935 1.0002 -0.3053 -0.771
C 0.717 -0.838 -0.248 2.7843 -1.0409 0.7156 0.775
C 0.544 -1.228 -1.713 -0.2352 2.1634 -0.2936 -1.171
H -1.327 -2.398 0.307 -0.5461 0.2679 -0.8625 0.304
H 0.714 -0.429 -2.474 0.6884 -0.1630 0.8873 0.229
H -2.092 0.814 0.672 3.2559 -1.9609 4.0461 0.333
H 0.047 1.259 1.289 0.4137 -1.0945 -0.1303 0.408
H -0.954 2.301 1.559 -1.4018 0.5458 0.3836 0.279
H 2.373 0.702 0.540 -0.0846 -2.0322 0.3519 0.393
H 1.397 1.715 -0.065 0.3410 -0.0586 0.2744 0.288
H -2.286 0.774 -0.676 -0.3031 0.3622 -0.7730 0.366
H -1.659 -0.993 -0.042 0.1464 -1.6987 -0.6910 0.229
H -0.449 -1.452 -1.924 -1.6149 -0.9977 -0.2394 0.453
H 1.208 -2.038 -1.839 0.5982 -0.8211 -0.5574 0.302
```
Positions in Å, forces in eV/Å.

(2)
Density functional theory data (ωB97M-V/def2-TZVPD) for one molecule with the formula C6H13NO3.

Output
Structure (SMILES)   [H]/N=C(\O)[C@H](C)[C@H](O)COC
Total charge   0
HOMO   -10.036 eV
LUMO level   0.8 eV

The geometry in XYZ format:
```
23
Properties=species:S:1:pos:R:3:forces:R:3:mulliken_charge:R:1
O 0.929 -0.057 2.322 0.2701 0.0150 -0.0209 -0.336
O 1.363 -1.162 -0.038 -0.2102 -0.1561 -0.1940 -0.543
O -0.109 -1.528 -3.298 -0.5873 0.9896 3.0216 -0.609
N 0.974 0.395 -3.158 0.1462 -0.8916 -1.6183 -0.757
C 0.474 0.040 3.649 -0.1641 0.0265 0.3344 -0.734
C -0.453 -0.093 -1.132 0.0186 -0.3273 0.0163 0.709
C -1.348 1.148 -1.260 -0.1046 0.1539 0.0344 -1.641
C 0.573 0.010 -0.004 0.2420 0.2541 -0.0041 0.015
C 0.244 -0.331 -2.442 -0.1706 -1.9923 -3.7106 0.289
C -0.075 0.162 1.365 -0.4488 0.0868 -0.0839 -0.795
H -0.486 -2.190 -2.707 -0.1082 -0.3522 -0.1511 0.317
H 1.332 -0.130 4.309 -0.2283 0.0445 -0.1938 0.250
H -0.892 -0.575 1.488 0.1649 0.1106 -0.0058 0.425
H -0.747 2.067 -1.204 -0.1353 -0.2521 -0.0832 0.331
H 1.810 -1.236 0.812 0.0367 0.0590 0.0825 0.377
H -2.100 1.171 -0.462 0.1897 0.0122 -0.1179 0.394
H -0.300 -0.718 3.859 0.1695 0.1799 -0.0371 0.314
H -1.877 1.144 -2.222 0.1608 -0.0030 0.2776 0.444
H 1.006 -0.250 -4.101 0.5387 2.4419 2.6154 0.346
H 0.054 1.040 3.852 0.1002 -0.2373 -0.0340 0.282
H -0.498 1.175 1.480 0.0295 -0.2066 -0.0408 0.431
H 1.209 0.894 -0.184 -0.0971 -0.1643 -0.0354 0.155
H -1.083 -0.974 -0.923 0.1876 0.2088 -0.0514 0.337
```
Positions in Å, forces in eV/Å.

(3)
Density functional theory data (ωB97M-V/def2-TZVPD) for C27H45BrN2OP2Sn as an isolated structure.

Output
Total charge   +2
HOMO (spin up / spin down)   -11.977 / -11.431 eV
LUMO level (spin up / spin down)   -7.0 / -7.4 eV

The geometry in XYZ format:
```
79
Properties=species:S:1:pos:R:3:forces:R:3:mulliken_charge:R:1
Sn 0.420 -0.052 0.950 -2.2242 0.8920 -0.2710 1.369
Br -4.084 -1.340 -0.863 -1.3642 3.1222 -0.6135 -0.207
P -1.294 0.734 -2.376 0.5000 0.3381 -2.3756 0.788
P 1.868 2.261 0.657 0.8076 0.2931 -0.0596 0.283
O -1.155 0.110 2.824 -1.1723 0.1565 -0.0801 -0.638
N 3.304 -5.275 4.178 -0.2063 -0.2997 0.2061 -0.526
N -2.449 1.744 3.686 0.4772 0.1461 -0.3347 -0.368
C 3.399 1.046 -1.411 0.2144 -0.0210 0.0169 -1.010
C 0.323 0.777 -4.973 0.0212 0.0738 -0.2507 -1.315
C -2.821 2.837 -3.925 -0.1363 0.2560 -0.2255 -1.127
C 2.765 2.359 -0.952 -0.0157 0.2755 0.2917 -0.510
C -0.312 -2.691 -1.289 0.5968 0.1985 0.3016 -0.319
C 2.468 1.942 3.398 0.1827 0.0877 0.2839 -1.022
C -0.475 -2.688 0.115 1.2254 2.0518 -0.0837 0.768
C 3.093 2.069 2.004 0.2288 0.2322 -0.3404 -0.658
C -1.388 -2.898 -2.126 -0.6579 0.1973 -0.2776 -0.764
C 1.661 -3.262 3.077 1.5974 -0.6037 0.9800 0.447
C -1.570 2.515 -3.091 -0.2658 0.4356 1.1061 -0.631
C -2.790 0.054 -3.097 -1.3340 0.8190 0.0594 -0.980
C -3.034 -0.752 -4.306 -0.0740 -0.7466 -0.2736 -1.311
C 3.736 -4.540 3.153 -0.4125 0.6044 0.0357 -0.454
C -2.700 -3.054 -1.615 1.8203 -1.8482 0.5677 -0.638
C 2.978 -3.503 2.593 -0.4326 -0.4965 0.3404 -0.326
C 2.108 -5.029 4.716 0.2213 0.5537 -0.3447 -0.367
C 1.108 3.902 0.874 -0.4562 0.2295 0.0744 -0.458
C 0.672 -2.478 2.367 0.1912 -0.3471 -1.0535 -0.418
C 1.273 -4.011 4.230 -0.0784 0.0499 -0.5350 -0.532
C -2.313 0.551 3.096 0.7968 0.5617 0.1840 0.731
C 0.071 0.174 -3.600 -0.1371 -0.4196 0.9511 0.104
C -1.737 -2.906 0.667 -1.4534 -1.0887 -0.2688 -0.375
C -3.622 -0.143 2.880 -0.1421 -0.4142 -0.1278 -1.108
C 1.984 4.956 1.560 0.1147 0.1652 0.0031 -1.250
C 0.712 -2.307 0.951 -0.6830 -3.1115 1.0479 -0.272
C -2.818 -3.259 -0.168 1.5681 -1.1671 -0.0015 -1.064
H -3.701 -1.600 -4.094 0.0033 0.1824 0.1048 0.307
H -3.500 -1.053 2.297 -0.0057 0.0032 0.1157 0.093
H 3.927 1.205 -2.359 -0.0898 -0.1070 0.1986 0.379
H 0.800 4.246 -0.128 0.0740 -0.1407 0.2928 0.415
H 1.545 1.346 3.430 0.1074 0.0076 -0.1233 0.138
H -0.676 2.861 -3.630 -0.1320 -0.5737 0.2895 0.320
H -4.346 0.501 2.357 0.3731 -0.0850 0.0769 0.408
H 2.660 0.253 -1.576 -0.0121 0.1289 0.0311 0.031
H -3.658 2.180 -3.704 -0.0670 0.2789 -0.0026 0.261
H 1.437 5.909 1.595 0.2596 -0.2746 0.0158 0.402
H -3.468 -3.288 -2.358 0.1572 -0.3621 0.7778 0.646
H 3.400 -2.927 1.775 -0.1030 -0.1069 0.0100 0.346
H 3.187 1.455 4.067 -0.2048 0.1281 -0.0812 0.378
H -1.247 -2.981 -3.205 0.0174 0.1257 0.2843 0.630
H -4.061 -0.359 3.864 0.1555 -0.1381 -0.2530 0.383
H 3.519 3.157 -0.847 -0.1900 -0.2342 -0.2384 0.454
H 2.923 5.116 1.010 -0.2767 0.0283 0.1409 0.326
H 2.238 2.920 3.835 -0.0174 -0.1957 -0.1276 0.251
H -3.674 -3.835 0.207 0.1922 0.7952 -0.0277 0.532
H -0.237 -2.309 2.957 0.1039 -0.0300 -0.6384 0.304
H -3.648 -0.133 -4.981 0.0672 0.1091 0.1785 0.342
H 2.009 2.692 -1.682 0.2696 0.0077 0.2024 0.329
H 0.177 3.747 1.442 0.1919 0.1381 -0.1166 0.321
H 1.808 -5.661 5.570 0.1483 0.4386 -0.5364 0.366
H 0.303 1.864 -4.977 0.0030 0.0137 -0.0430 0.328
H -3.742 0.574 -2.788 1.2950 -0.6541 -0.0149 1.193
H 4.129 0.664 -0.690 -0.0408 0.1105 -0.0934 0.343
H 2.241 4.669 2.589 -0.1244 0.1504 -0.3489 0.238
H -3.154 3.858 -3.685 0.1205 -0.3006 -0.2118 0.397
H 4.728 -4.801 2.767 -0.3869 0.2298 0.1108 0.371
H -0.063 -0.907 -3.695 0.1242 0.0255 0.1227 0.266
H -2.201 -1.146 -4.901 0.1269 0.2894 0.6086 0.306
H 3.657 1.151 1.775 0.0309 0.3027 -0.0166 0.433
H -0.352 0.421 -5.753 -0.1099 0.0415 0.1833 0.284
H -2.660 2.783 -5.014 0.1547 -0.0388 0.4458 0.292
H 0.702 -2.557 -1.693 -0.4627 -0.1286 0.0770 0.406
H -1.588 3.119 -2.170 -0.1339 -0.0563 -0.3043 0.412
H 1.334 0.484 -5.281 -0.2125 0.0444 0.0144 0.436
H -1.645 2.351 3.810 -0.2881 -0.2825 0.1289 0.233
H 3.774 2.934 1.943 0.0236 -0.4606 0.1921 0.483
H 1.682 -2.424 0.436 -0.3939 -0.2076 0.3517 0.459
H 0.989 0.316 -3.007 -0.2430 -0.1384 -0.0454 -0.200
H 0.291 -3.889 4.696 0.2632 0.1186 -0.2772 0.394
H -1.848 -2.865 1.754 -0.1728 -0.4183 -0.4777 0.504
H -3.370 2.114 3.859 0.0870 0.0599 0.0915 0.215
```
Positions in Å, forces in eV/Å.

Table of max |F| (Eh/bohr), in record order: 0.108; 0.082; 0.067
Table of E (eV), in record order: -14538.9066; -14063.8842; -128188.4390
Table of energy relative to the best compared isomer or geometry (same formula, charge and spin) (eV), in record order: 1.731; 2.745; 4.292